ORCA calculation (wB97M-V/def2-TZVPD) on a structure of composition C7H15PS2 at a distorted geometry.

Results
HOMO-LUMO gap: 7.591 eV
HOMO energy: -8.30 eV

Structure (ORCA input):
```
! wB97M-V def2-TZVPD RIJCOSX def2/J DEFGRID3
* xyz 0 1
C 0.03 -0.11 1.40
C 0.82 0.85 0.48
C -1.03 -0.59 0.38
C 1.05 2.25 1.03
C 2.14 0.25 0.01
C -0.78 -2.00 -0.13
C -2.46 -0.45 0.87
P -0.61 0.85 -0.77
S 0.69 0.17 -4.78
S 0.32 -0.30 -2.71
H 0.64 -0.91 1.82
H -0.44 0.43 2.22
H 0.11 2.72 1.33
H 1.51 2.88 0.27
H 1.72 2.21 1.89
H 2.58 0.87 -0.77
H 2.01 -0.75 -0.39
H 2.83 0.20 0.85
H 0.23 -2.11 -0.53
H -1.48 -2.25 -0.92
H -0.91 -2.71 0.68
H -3.17 -0.69 0.07
H -2.66 0.56 1.21
H -2.64 -1.14 1.71
H -0.50 -0.23 -5.23
*
```



ORCA calculation (wB97M-V/def2-TZVPD) on a structure of composition C7H16AlBClF4KLiNNaO8P at a distorted geometry.

Results
HOMO-LUMO gap: 1.104 eV
HOMO energy: -6.16 eV

Structure (ORCA input):
```
! wB97M-V def2-TZVPD RIJCOSX def2/J DEFGRID3
* xyz 0 1
C 2.40 -0.27 -0.71
C 1.90 0.98 -1.20
C 2.75 2.21 -0.96
N 0.72 1.08 -1.80
P -0.51 0.90 -0.76
H 3.49 -0.32 -0.65
H 1.96 -0.39 0.35
H 2.06 -1.09 -1.35
H 2.04 3.06 -0.93
H 3.43 2.39 -1.79
H 3.27 2.12 0.00
H -0.10 0.55 0.54
H -1.19 2.12 -0.68
H -1.41 -0.08 -1.19
O 3.74 -2.46 -2.10
H 3.19 -2.47 -2.90
Al 1.37 3.56 0.59
C -1.28 6.22 -0.73
O -1.51 7.03 -1.66
O -1.94 5.06 -0.62
O -0.38 6.40 0.19
Cl 1.36 -0.97 2.15
B 0.81 -3.80 5.06
F 2.17 -3.63 4.99
F 0.46 -5.01 5.62
F 0.17 -2.74 5.70
F 0.28 -3.79 3.68
Li -1.36 -3.30 3.38
C 4.34 -5.37 4.27
O 4.61 -4.35 3.66
O 4.73 -5.66 5.42
O 3.63 -6.31 3.85
Na 2.90 -2.52 1.15
K -4.21 5.35 -0.97
C -5.09 0.01 -3.94
C -4.44 1.11 -3.14
O -5.32 1.62 -2.13
H -6.00 0.37 -4.41
H -4.42 -0.37 -4.71
H -5.38 -0.83 -3.29
H -4.18 1.95 -3.78
H -3.52 0.74 -2.66
H -5.55 0.89 -1.55
*
```



ORCA calculation (wB97M-V/def2-TZVPD) on a structure of composition C7H16BBr6Na3O3 at a distorted geometry.

Results
HOMO-LUMO gap: 6.932 eV
HOMO energy: -7.43 eV

Structure (ORCA input):
```
! wB97M-V def2-TZVPD RIJCOSX def2/J DEFGRID3
* xyz 0 1
Na -0.42 -2.70 1.80
Na -3.46 -1.37 1.51
Na -0.90 0.91 3.03
C -2.01 -1.61 3.81
O -0.76 -1.29 3.87
O -2.87 -0.64 3.77
O -2.33 -2.70 3.18
B -1.04 -0.34 0.53
H -0.24 -0.50 1.36
H -0.50 -0.06 -0.51
H -1.57 -1.39 0.45
H -1.81 0.48 0.92
Br -1.32 4.47 -1.58
C -1.43 2.56 -1.26
C -2.57 1.93 -2.01
Br -4.25 2.18 -1.10
H -1.40 2.41 -0.19
H -0.50 2.11 -1.63
H -2.41 0.87 -2.18
H -2.59 2.37 -3.01
Br -0.16 0.70 -4.35
C 0.54 -0.81 -3.34
C 1.54 -0.43 -2.27
Br 3.05 0.56 -2.92
H 1.03 -1.45 -4.07
H -0.32 -1.32 -2.91
H 1.92 -1.35 -1.82
H 1.07 0.14 -1.48
Br 2.66 -0.13 3.68
C 3.01 0.23 1.82
C 3.64 -0.95 1.12
Br 2.26 -2.31 0.76
H 3.68 1.09 1.73
H 2.07 0.50 1.36
H 4.34 -1.46 1.77
H 4.05 -0.71 0.15
*
```



ORCA calculation (wB97M-V/def2-TZVPD) on a cluster of 2 separate species, C7H16ClFN2O4 in total.

Results
HOMO-LUMO gap: 4.603 eV
HOMO energy: -5.44 eV

Structure (ORCA input):
```
! wB97M-V def2-TZVPD RIJCOSX def2/J DEFGRID3
* xyz 0 1
O 2.48 -0.34 -7.31
N 2.33 -0.45 -6.15
O 3.55 -0.74 -5.51
C 3.50 -1.74 -4.47
F 2.89 -2.82 -5.13
Cl 2.04 -1.19 -3.29
C -3.33 1.97 2.16
O -2.23 2.05 3.05
C -1.45 0.89 3.19
C -0.23 0.92 2.29
N -0.58 0.79 0.84
C -1.12 -0.53 0.36
C -0.05 -1.60 0.39
O 0.91 -1.32 -0.58
C 2.05 -0.58 -0.18
H -4.16 2.52 2.60
H -3.10 2.45 1.19
H -3.65 0.94 1.99
H -2.05 -0.01 3.04
H -1.08 0.86 4.22
H 0.48 0.13 2.54
H 0.27 1.88 2.40
H 0.25 1.00 0.27
H -1.25 1.53 0.62
H -1.42 -0.36 -0.67
H -2.00 -0.79 0.95
H -0.53 -2.55 0.13
H 0.40 -1.74 1.38
H 2.21 -0.65 0.90
H 1.96 0.48 -0.48
H 2.91 -0.98 -0.71
*
```



ORCA calculation (wB97M-V/def2-TZVPD) on a cluster of 2 separate species, C7H16ClNO4P in total at a distorted geometry.

Results
HOMO-LUMO gap: 4.087 eV
HOMO energy: -1.77 eV

Structure (ORCA input):
```
! wB97M-V def2-TZVPD RIJCOSX def2/J DEFGRID3
* xyz -1 1
C 2.66 0.69 0.29
P 1.57 2.16 0.27
O 1.91 2.97 -1.16
C 0.08 1.19 -0.19
C -0.31 1.20 -1.64
O -1.47 0.40 -1.91
C -1.98 -0.24 -0.78
Cl -3.55 -0.95 -1.22
C -2.23 0.68 0.42
N -1.13 1.70 0.53
H 3.46 0.73 1.02
H 1.80 0.06 0.60
H 3.02 0.37 -0.69
H 2.86 3.07 -1.24
H 0.27 0.06 0.33
H -0.55 2.23 -1.95
H 0.52 0.88 -2.26
H -1.34 -1.07 -0.46
H -3.18 1.19 0.37
H -2.17 0.04 1.30
H -1.43 2.58 0.10
H -0.91 1.89 1.51
O 0.35 -0.93 1.26
C 0.68 -2.13 0.62
C -0.14 -3.37 1.07
O 0.18 -4.51 0.44
H 1.74 -2.40 0.73
H 0.53 -2.08 -0.49
H -1.22 -3.04 0.94
H -0.01 -3.39 2.19
*
```



ORCA calculation (wB97M-V/def2-TZVPD) on a structure of composition C7H16FKO4 at a distorted geometry.

Results
HOMO-LUMO gap: 6.259 eV
HOMO energy: -6.31 eV

Structure (ORCA input):
```
! wB97M-V def2-TZVPD RIJCOSX def2/J DEFGRID3
* xyz 0 1
F 3.23 -1.86 0.01
C 2.59 1.06 0.34
O 1.76 0.03 -0.18
C 1.91 -1.24 0.29
C 0.85 -2.24 -0.12
O -0.41 -1.73 0.22
C -1.51 -2.46 -0.28
C -2.77 -1.75 0.16
O -2.76 -0.44 -0.36
C -3.88 0.33 0.04
H 2.62 1.82 -0.44
H 2.11 1.50 1.22
H 3.60 0.69 0.57
H 1.96 -1.17 1.39
H 1.03 -3.19 0.42
H 0.95 -2.46 -1.20
H -1.51 -3.49 0.10
H -1.46 -2.50 -1.39
H -2.82 -1.73 1.26
H -3.65 -2.31 -0.22
H -3.80 1.31 -0.47
H -4.81 -0.16 -0.26
H -3.87 0.49 1.13
O -0.19 3.10 -0.24
C -0.24 3.56 1.06
K -0.64 0.71 -0.18
H -0.74 4.56 1.14
H -0.77 2.96 1.83
H 0.78 3.63 1.52
*
```